{
  "formula": "C45H49Cl4HfN6O2",
  "method": "the ωB97M-V functional and the def2-TZVPD basis",
  "homo_energy_ev": -8.8,
  "orbital_gap_ev": 6.09,
  "e_above_lowest_kcal_mol": 5.3,
  "total_charge": 1,
  "species": ["Hf", "N", "C", "C", "N", "C", "C", "N", "C", "C", "N", "H", "H", "H", "H", "H", "H", "C", "C", "C", "C", "C", "C", "C", "C", "C", "C", "C", "C", "N", "C", "C", "N", "C", "C", "C", "C", "C", "C", "C", "C", "C", "C", "C", "C", "C", "C", "C", "C", "C", "C", "C", "C", "C", "C", "H", "H", "H", "H", "H", "H", "H", "H", "H", "H", "H", "H", "H", "H", "H", "H", "H", "H", "H", "H", "H", "H", "H", "H", "H", "H", "H", "H", "H", "H", "H", "H", "H", "H", "H", "H", "H", "H", "H", "H", "Cl", "C", "Cl", "H", "H", "Cl", "C", "Cl", "C", "O", "O", "H"],
  "coordinates": [[0.322269, 0.666539, 0.070037], [3.563006, -2.298775, -0.286771], [4.464854, -1.440106, 0.295133], [3.805562, -0.260414, 0.457960], [2.525231, -0.376759, -0.019819], [2.415581, -1.615206, -0.463975], [1.148342, -2.148983, -0.928351], [0.057702, -1.406228, -0.941073], [-0.976739, -2.228190, -1.322234], [-0.490451, -3.477534, -1.548394], [0.861020, -3.414897, -1.295091], [3.758094, -3.247869, -0.562230], [5.471551, -1.729927, 0.523878], [4.181890, 0.655171, 0.870882], [-1.985423, -1.866150, -1.399989], [-0.970979, -4.380226, -1.870700], [1.497845, -4.194558, -1.341243], [-0.353218, -0.010783, -5.230177], [0.406906, -0.691267, -4.085465], [0.561793, -2.180081, -4.419096], [1.754275, -0.043670, -3.810737], [2.797670, -0.283194, -4.705257], [4.020926, 0.341732, -4.564781], [4.225839, 1.212597, -3.505018], [3.220431, 1.472326, -2.582825], [3.464875, 2.475731, -1.469562], [4.913549, 2.476677, -0.969840], [3.084104, 3.902248, -1.883321], [1.980264, 0.835963, -2.748164], [0.914137, 1.199830, -1.865725], [0.241590, 2.364796, -2.275220], [-0.551423, 3.004674, -1.380713], [-0.607244, 2.535021, -0.053945], [-1.419691, 3.412512, 0.752337], [-0.825727, 4.578090, 1.276815], [-1.600847, 5.436033, 2.044593], [-2.941699, 5.178507, 2.269417], [-3.519141, 4.062637, 1.699295], [-2.787385, 3.161779, 0.923891], [-3.633718, 2.033376, 0.328715], [-3.126937, 1.288249, -0.905841], [-4.059465, 1.053141, 1.426976], [0.618549, 4.969674, 1.017433], [1.359793, 5.277578, 2.324469], [0.728174, 6.184911, 0.090236], [-1.257407, 4.117133, -2.057572], [-2.206318, 5.054927, -1.743898], [-2.580124, 6.010394, -2.727920], [-2.013019, 6.046530, -3.973645], [-1.026062, 5.086935, -4.325235], [-0.319444, 5.010149, -5.555684], [0.630564, 4.040179, -5.734839], [0.930572, 3.073409, -4.736871], [0.238558, 3.103880, -3.555686], [-0.709639, 4.140891, -3.366029], [-1.222966, -0.610193, -5.500879], [0.280019, 0.076256, -6.114602], [-0.698874, 0.984156, -4.961555], [-0.202369, -0.582939, -3.186329], [0.903392, -2.310809, -5.445231], [-0.397093, -2.691252, -4.337629], [1.285161, -2.678151, -3.770415], [2.635846, -0.947023, -5.543280], [4.812730, 0.157363, -5.277275], [5.182347, 1.703175, -3.405450], [2.807127, 2.198097, -0.633684], [5.558418, 3.029776, -1.652682], [5.326163, 1.473496, -0.866426], [4.974435, 2.983270, -0.005491], [3.629117, 4.184854, -2.784940], [3.357256, 4.601125, -1.091847], [2.018369, 4.012594, -2.081399], [-1.152446, 6.328062, 2.460671], [-3.537060, 5.856429, 2.864628], [-4.579042, 3.887257, 1.833094], [-4.546032, 2.540179, -0.006733], [-2.232774, 0.706407, -0.668112], [-2.886905, 1.960462, -1.728413], [-3.895197, 0.590888, -1.242491], [-3.207413, 0.483796, 1.794134], [-4.792623, 0.344436, 1.040720], [-4.508634, 1.576874, 2.269584], [1.115149, 4.135465, 0.517951], [1.128302, 6.282826, 2.678294], [2.438312, 5.229647, 2.175517], [1.088317, 4.589272, 3.124274], [0.184297, 7.034118, 0.505519], [0.331820, 5.982035, -0.901232], [1.773648, 6.476958, -0.014481], [-2.666514, 5.113110, -0.769468], [-3.328828, 6.745333, -2.465478], [-2.307885, 6.802680, -4.687591], [-0.525784, 5.725117, -6.340123], [1.176131, 3.998753, -6.667828], [1.696857, 2.339205, -4.939328], [2.030442, 1.969617, 2.035882], [1.094454, 1.651609, 3.531900], [-0.621004, 1.611662, 3.155843], [1.299717, 2.469810, 4.214297], [1.404786, 0.684667, 3.914304], [-0.388833, -1.995096, 4.409916], [-0.811868, -2.346973, 2.735128], [0.027673, -3.788472, 2.124587], [-0.445183, -1.172095, 1.855829], [-1.333084, -0.643559, 1.150374], [0.736764, -0.740343, 1.830488], [-1.882612, -2.535646, 2.680848]],
  "atomic_forces_ev_per_a": [[0.50, -0.27, 0.43], [0.08, 0.14, -0.06], [-0.14, 0.11, -0.04], [0.01, -0.08, -0.06], [-0.14, -0.25, -0.24], [-0.06, -0.20, 0.03], [0.07, -0.11, -0.09], [0.26, -0.29, 0.09], [0.10, -0.11, 0.00], [0.05, 0.18, 0.05], [-0.07, 0.06, 0.08], [-0.02, 0.08, 0.03], [0.08, -0.04, 0.02], [-0.01, 0.01, 0.06], [-0.06, 0.02, -0.01], [-0.04, -0.09, -0.02], [-0.07, 0.09, -0.03], [0.03, 0.00, 0.04], [-0.04, 0.01, 0.08], [0.03, 0.04, 0.03], [-0.02, -0.08, -0.16], [-0.01, 0.01, 0.03], [-0.02, 0.01, 0.08], [-0.02, -0.07, -0.02], [0.16, 0.09, -0.03], [-0.04, -0.04, 0.12], [-0.03, 0.04, -0.08], [-0.04, 0.01, 0.00], [-0.16, -0.04, 0.06], [0.03, 0.66, 0.13], [0.15, -0.21, -0.17], [-0.23, -0.01, 0.13], [-0.42, 0.14, -0.43], [0.14, -0.06, 0.10], [-0.08, -0.02, -0.04], [-0.02, -0.04, -0.04], [-0.01, -0.01, 0.01], [0.04, 0.04, 0.02], [0.03, 0.00, 0.02], [-0.07, 0.02, -0.06], [0.08, 0.06, 0.10], [0.03, -0.01, 0.01], [0.07, -0.07, -0.02], [-0.01, -0.01, -0.01], [-0.02, -0.06, 0.02], [0.11, -0.01, 0.02], [0.04, 0.03, -0.04], [0.03, -0.01, -0.03], [0.01, -0.04, 0.06], [-0.01, 0.04, -0.04], [0.02, -0.05, 0.04], [-0.03, 0.00, 0.04], [-0.04, 0.02, 0.00], [-0.09, -0.04, 0.02], [0.02, -0.06, 0.03], [-0.05, -0.02, -0.01], [0.02, 0.00, -0.04], [0.02, 0.04, 0.01], [0.07, -0.02, -0.10], [0.04, -0.02, -0.06], [-0.04, -0.01, -0.01], [-0.03, 0.02, -0.01], [-0.01, -0.04, -0.05], [0.03, 0.00, -0.03], [0.09, 0.05, 0.01], [0.11, 0.02, -0.08], [0.04, 0.01, -0.04], [0.00, 0.01, -0.03], [0.01, 0.03, 0.04], [0.03, 0.03, -0.04], [0.01, 0.05, 0.05], [0.14, 0.00, 0.03], [0.02, 0.05, 0.01], [-0.03, 0.03, 0.02], [-0.06, -0.01, 0.01], [0.02, -0.01, 0.03], [-0.12, -0.15, -0.14], [0.00, -0.01, 0.02], [-0.03, -0.01, 0.00], [0.01, 0.01, 0.02], [-0.03, -0.04, -0.02], [-0.02, 0.01, 0.01], [-0.02, -0.02, 0.04], [-0.03, 0.02, 0.01], [0.06, 0.02, -0.02], [0.00, -0.08, 0.04], [-0.03, 0.04, 0.02], [-0.05, -0.03, -0.07], [0.05, 0.02, -0.01], [-0.02, 0.00, 0.07], [-0.03, 0.02, 0.01], [-0.02, 0.05, -0.05], [-0.01, 0.04, -0.05], [0.02, 0.00, -0.03], [0.04, -0.05, -0.01], [-0.02, 0.10, -0.03], [-0.03, -0.08, 0.04], [-0.01, 0.18, 0.26], [0.02, -0.04, -0.04], [-0.01, 0.04, -0.05], [0.02, -0.02, 0.00], [-0.22, -0.09, 0.11], [0.00, 0.02, -0.01], [-0.12, 0.17, 0.17], [-0.12, 0.23, -0.18], [-0.04, -0.14, -0.07], [0.16, 0.02, 0.00]]
}